Record 1
{
  "formula": "C22H35BaO3",
  "method": "ωB97M-V/def2-TZVPD",
  "charge": -1,
  "species": ["O", "C", "C", "H", "H", "C", "H", "H", "C", "H", "H", "H", "C", "H", "H", "H", "Ba", "C", "C", "C", "H", "C", "C", "H", "H", "H", "H", "C", "C", "C", "H", "C", "C", "H", "H", "H", "H", "O", "C", "C", "H", "H", "C", "H", "H", "C", "H", "H", "H", "H", "C", "C", "C", "O", "H", "H", "H", "H", "H", "H", "H"],
  "positions_angstrom": [[0.926416, 0.071775, -4.008651], [0.881981, 1.179880, -4.976517], [0.645506, 0.305028, -6.205950], [1.828810, 1.736550, -4.974435], [0.056181, 1.889219, -4.809726], [0.690055, -0.813071, -5.142797], [1.452375, 0.344646, -6.957243], [-0.357404, 0.489220, -6.606674], [1.901781, -1.707260, -5.172371], [2.824501, -1.168389, -4.958267], [2.003178, -2.259612, -6.111134], [1.801679, -2.433555, -4.366906], [-0.609209, -1.599194, -5.020463], [-1.420572, -0.933100, -4.718666], [-0.480728, -2.349152, -4.229297], [-0.845039, -2.076957, -5.991563], [0.731433, -0.339679, 1.543484], [-2.203354, -0.588184, 3.413511], [-2.348640, 0.824559, 3.527383], [-2.569227, 1.355028, 2.226958], [-2.374354, 1.388377, 4.455476], [-2.678403, 0.258500, 1.324981], [-2.389419, -0.937488, 2.044324], [-2.390808, -1.948111, 1.632924], [-2.027743, -1.282277, 4.235757], [-2.674907, 2.407219, 1.984788], [-3.040377, 0.294137, 0.304537], [1.194955, -2.361428, 3.710359], [0.307096, -3.028944, 2.821187], [1.042580, -3.357421, 1.630301], [-0.727309, -3.282489, 3.039271], [2.373812, -2.870533, 1.794820], [2.463966, -2.236563, 3.061689], [3.344532, -1.777315, 3.504574], [0.964174, -2.069662, 4.740769], [0.656850, -3.935566, 0.812457], [3.176239, -3.001687, 1.108015], [0.048757, 1.625747, -2.655230], [-0.966348, 0.696488, -2.218326], [-2.243876, 1.496142, -2.030908], [-0.659903, 0.186012, -1.265228], [-1.063588, -0.128584, -2.948944], [-1.842776, 2.957699, -2.314539], [-2.492805, 1.448534, -0.968289], [-3.078443, 1.085303, -2.614144], [-0.323392, 2.903204, -2.167452], [-2.293326, 3.641826, -1.587733], [-2.128567, 3.239630, -3.348305], [-0.055808, 3.080260, -1.105201], [0.211374, 3.615975, -2.810610], [0.122801, 0.789453, 5.805169], [1.261784, 1.179303, 4.894156], [2.625183, 0.805936, 5.446486], [1.115169, 0.676963, 3.587506], [-0.180316, -0.248311, 5.645224], [-0.739444, 1.417653, 5.595488], [0.373887, 0.927771, 6.859588], [1.241385, 2.282722, 4.808859], [2.774513, -0.279427, 5.407087], [3.408825, 1.267623, 4.838214], [2.754323, 1.145575, 6.480214]],
  "forces_ev_per_angstrom": [[-0.427, 0.406, -2.722], [0.286, 0.965, 0.360], [0.234, 0.155, 0.889], [-0.184, -0.104, 0.117], [0.395, -0.371, 0.202], [0.498, -1.008, -0.190], [-0.532, -0.271, 0.257], [0.384, -0.262, -0.284], [0.157, -0.789, -0.286], [-0.105, 0.246, -0.264], [-0.008, 0.011, 0.007], [0.018, -0.146, 0.067], [0.345, -0.064, 0.019], [-0.041, -0.079, -0.282], [-0.229, -0.005, -0.249], [0.051, 0.122, 0.562], [-0.967, -0.009, 1.379], [-0.196, 0.580, -0.407], [-0.044, -0.539, -0.699], [-0.284, -0.649, 0.388], [0.252, -0.081, -0.308], [0.677, -0.134, 0.240], [-0.185, 0.311, 0.278], [-0.090, 0.253, 0.126], [0.036, 0.207, -0.268], [-0.183, -0.086, 0.002], [0.179, -0.060, 0.129], [0.242, -0.483, -0.508], [1.065, -0.089, -0.124], [0.053, 0.562, 1.100], [0.237, 0.073, -0.131], [-1.003, 0.110, 0.598], [-0.682, -0.502, 0.276], [-0.163, -0.080, -0.184], [0.074, 0.118, -0.659], [-0.041, -0.091, -0.323], [0.492, -0.054, -0.474], [-0.878, 0.284, 1.790], [0.555, -0.786, 0.076], [-0.123, 0.236, 0.855], [-0.165, 0.555, -0.531], [0.200, 0.792, 0.361], [-0.292, -0.062, -0.635], [-0.271, -0.078, -0.308], [0.194, 0.382, 0.083], [-0.141, 0.210, -0.215], [-0.027, -0.032, -0.326], [0.167, 0.057, 0.537], [0.127, -0.259, -0.363], [-0.144, 0.049, 0.340], [-0.424, -0.151, 0.304], [0.222, 0.243, -1.545], [0.346, -0.188, 0.141], [0.230, 0.597, 0.412], [0.098, 0.045, -0.011], [-0.032, -0.123, -0.006], [0.117, 0.000, 0.083], [0.058, 0.053, 0.277], [-0.091, 0.090, 0.054], [-0.039, -0.061, -0.007], [0.003, -0.017, 0.002]]
}


Record 2
{
  "formula": "C22H35Br10F9O6",
  "method": "ωB97M-V/def2-TZVPD",
  "smiles": "CCOC(=O)C(F)(F)F.CCOC(=O)C(F)(F)F.CCOC(=O)C(F)(F)F.BrCCBr.BrCCBr.BrCCBr.BrCCBr.BrCCBr",
  "species": ["Br", "C", "C", "Br", "H", "H", "H", "H", "Br", "C", "C", "Br", "H", "H", "H", "H", "Br", "C", "C", "Br", "H", "H", "H", "H", "Br", "C", "C", "Br", "H", "H", "H", "H", "Br", "C", "C", "Br", "H", "H", "H", "H", "C", "C", "O", "C", "O", "C", "F", "F", "F", "H", "H", "H", "H", "H", "C", "C", "O", "C", "O", "C", "F", "F", "F", "H", "H", "H", "H", "H", "C", "C", "O", "C", "O", "C", "F", "F", "F", "H", "H", "H", "H", "H"],
  "positions_angstrom": [[5.673664, 4.229543, -0.879050], [4.025091, 3.328971, -0.190880], [4.282111, 2.661919, 1.133603], [4.437133, 3.770230, 2.577804], [3.940903, 2.553454, -0.941461], [3.174823, 4.006828, -0.181218], [5.211676, 2.126863, 1.010810], [3.552450, 1.897908, 1.341872], [0.390586, 4.384137, 4.691153], [1.058963, 5.063945, 2.996772], [0.166588, 4.634110, 1.854223], [0.240373, 2.717105, 1.501787], [2.071440, 4.643139, 2.903018], [1.156604, 6.155976, 3.001412], [0.528201, 5.057236, 0.932246], [-0.882184, 4.808143, 1.982053], [3.390142, -4.663547, 1.337042], [3.908297, -3.929467, 2.994027], [4.422348, -4.952983, 3.941521], [6.032266, -5.794163, 3.408338], [2.988800, -3.473683, 3.321354], [4.594929, -3.123353, 2.852479], [3.618023, -5.693733, 4.148055], [4.619468, -4.442167, 4.906023], [-0.254880, 1.259810, 6.627301], [0.497497, 0.754847, 4.918343], [2.000592, 0.798149, 5.092247], [2.775199, 0.098771, 3.453115], [0.124791, 1.418872, 4.173400], [0.209176, -0.250149, 4.690958], [2.409961, 0.202004, 5.876419], [2.308986, 1.833775, 5.249591], [-0.989862, -1.527464, 1.700739], [0.787050, -1.792924, 0.983310], [1.154745, -0.567663, 0.164828], [3.002997, -0.680837, -0.305850], [0.868939, -2.663363, 0.342395], [1.446701, -1.930860, 1.803463], [0.952053, 0.280589, 0.801091], [0.548469, -0.630374, -0.727190], [-0.651904, -6.932344, -5.498367], [-0.009843, -5.722037, -6.048531], [0.722656, -5.089020, -5.020950], [0.033130, -4.205914, -4.300718], [-1.147832, -3.923128, -4.457116], [0.934981, -3.578017, -3.149195], [0.587393, -2.349523, -2.701934], [0.807131, -4.375493, -2.142383], [2.211363, -3.568759, -3.472369], [-1.463264, -6.709010, -4.769451], [0.048954, -7.545989, -4.932455], [-1.091575, -7.603448, -6.246439], [-0.830442, -5.004082, -6.248117], [0.696982, -5.895397, -6.834103], [-3.232230, 6.444394, -1.679149], [-1.909468, 5.933821, -1.260407], [-1.635737, 4.670777, -1.932034], [-0.358289, 4.232364, -1.867571], [0.643160, 4.763680, -1.449404], [-0.163875, 2.881017, -2.698554], [0.944649, 3.027189, -3.390927], [-0.090905, 1.950451, -1.848292], [-1.115230, 2.764684, -3.535284], [-3.599929, 7.128996, -0.889829], [-3.953141, 5.618342, -1.696366], [-3.284575, 6.963547, -2.623429], [-1.785127, 5.608453, -0.245988], [-1.005379, 6.512134, -1.526175], [-7.037434, -1.672918, 0.019138], [-5.752593, -2.180179, 0.622913], [-4.578409, -1.951374, -0.154825], [-4.029068, -0.735711, -0.036079], [-4.281958, 0.150040, 0.718852], [-3.090173, -0.611998, -1.310941], [-2.242245, 0.389146, -1.152823], [-2.380298, -1.726367, -1.507580], [-3.902256, -0.371171, -2.291457], [-7.825183, -2.170115, 0.553851], [-7.033086, -2.063737, -0.991490], [-7.273660, -0.635745, 0.204041], [-5.779284, -3.259732, 0.727614], [-5.541116, -1.727424, 1.577182]],
  "forces_ev_per_angstrom": [[-0.716, 0.037, 0.446], [0.568, -0.046, -0.252], [0.473, -1.371, -2.036], [0.320, 1.437, 1.849], [-0.531, -0.073, -0.048], [0.199, 0.135, -0.242], [0.373, -0.182, 0.233], [-0.602, -0.025, 0.008], [0.051, 0.286, 0.002], [0.255, -0.307, -0.257], [0.704, -0.416, 0.005], [0.082, -0.053, 0.101], [-0.581, 0.188, -0.084], [-0.292, -0.240, 0.319], [0.024, 0.337, -0.313], [-0.413, 0.425, 0.276], [-0.114, -0.468, -1.270], [-0.262, 0.461, 0.158], [-1.377, 0.133, 1.757], [0.471, -0.334, -0.219], [-0.233, 0.036, 0.710], [0.625, 0.356, -0.370], [0.824, 0.189, -0.280], [0.037, -0.322, -0.506], [-0.307, 0.030, 0.140], [0.862, -0.609, 0.900], [-0.380, 1.074, -0.657], [0.286, 0.057, -0.186], [-0.088, 0.564, -0.439], [-0.497, -0.517, 0.001], [-0.136, -0.510, 0.526], [0.243, -0.153, -0.299], [-0.063, -0.190, 0.016], [0.291, 0.077, -0.887], [-0.873, -0.955, 0.769], [0.418, 0.146, -0.152], [-0.508, -0.308, 0.119], [0.411, -0.030, 0.811], [0.265, 0.520, -0.398], [0.049, 0.640, -0.298], [-0.979, -1.793, 1.057], [-1.720, 0.911, 0.017], [0.835, 1.177, 1.571], [-1.573, 1.170, -0.338], [2.256, -0.354, 0.625], [-0.549, 0.515, -1.113], [-0.137, -0.441, -0.977], [-0.414, -1.655, 2.113], [0.659, 0.415, -0.580], [0.478, 0.197, -0.588], [0.271, -0.014, -0.105], [0.125, 0.382, -0.102], [0.639, -0.427, -0.964], [0.111, -0.038, -0.550], [-1.245, 0.206, 1.107], [2.360, -0.801, -0.699], [1.227, -0.920, -0.223], [0.216, -0.041, -1.648], [-1.319, 0.221, 0.540], [0.297, 5.292, 1.169], [1.441, -0.491, -0.420], [0.377, -3.425, 1.645], [-2.590, -1.269, -1.931], [0.180, -0.163, -0.452], [0.150, 0.100, -0.059], [0.339, 0.039, -0.298], [-0.556, 0.676, 0.961], [-0.782, 0.533, 0.310], [0.368, -0.753, 0.323], [0.180, -0.085, 0.958], [0.031, 0.777, -0.230], [0.494, -0.615, -1.513], [-0.019, -0.223, 0.128], [0.185, -0.399, 3.206], [0.346, 0.521, -0.253], [-0.149, 0.073, -0.460], [-0.602, 0.206, -1.905], [-0.496, -0.573, 0.198], [-0.468, 0.645, -0.456], [0.500, 0.488, -0.675], [-0.082, -0.078, 0.055], [-0.244, -0.006, 0.604]]
}


Table of highest occupied orbital energy (hartree), in record order: -0.127; -0.363
Table of gap between HOMO and LUMO (eV), in record order: 5.62; 10.26